C41H57AsBrN11O5PSSn | ωB97M-V/def2-TZVPD

Atoms and positions in Å:
Sn: -0.054 0.085 0.553
O: 0.634 4.495 2.045
S: 1.549 3.450 2.387
O: 2.913 3.550 1.957
N: 0.940 1.980 1.935
C: 0.673 1.219 2.974
O: 0.217 0.039 2.794
C: 0.949 1.827 4.297
C: 0.747 1.305 5.561
C: 1.078 2.103 6.650
C: 1.592 3.384 6.469
C: 1.792 3.909 5.195
C: 1.461 3.103 4.128
H: 0.336 0.312 5.689
H: 0.930 1.729 7.654
H: 1.838 3.984 7.335
H: 2.185 4.907 5.052
C: -4.360 4.148 -0.659
C: -3.913 4.194 0.798
As: -2.553 2.821 1.140
C: -2.313 2.968 3.098
C: -3.350 3.767 3.881
C: -3.687 1.202 1.089
C: -5.026 1.223 1.811
H: -5.225 4.790 -0.829
H: -4.643 3.137 -0.964
H: -3.565 4.479 -1.330
H: -4.755 4.059 1.476
H: -3.460 5.158 1.036
H: -1.333 3.422 3.236
H: -2.249 1.940 3.470
H: -3.369 4.809 3.560
H: -3.110 3.761 4.946
H: -4.358 3.371 3.769
H: -3.045 0.420 1.508
H: -3.816 0.940 0.036
H: -4.906 1.431 2.874
H: -5.534 0.259 1.722
H: -5.696 1.977 1.396
C: 3.524 -2.854 -0.360
N: 3.273 -2.701 1.072
C: 4.256 -3.267 1.984
C: 2.179 -2.121 1.518
O: 1.288 -1.680 0.769
H: 4.502 -2.432 -0.595
H: 2.754 -2.331 -0.919
H: 3.508 -3.911 -0.632
H: 5.233 -2.824 1.791
H: 4.323 -4.345 1.840
H: 3.968 -3.061 3.013
H: 2.080 -2.054 2.606
C: -0.845 -4.611 2.047
N: -0.969 -4.406 0.608
C: 0.266 -4.723 -0.104
P: -1.974 -3.208 0.078
O: -1.569 -1.782 0.295
N: -3.381 -3.480 0.892
C: -4.180 -2.417 1.484
C: -4.046 -4.774 0.843
N: -2.093 -3.495 -1.551
C: -2.842 -2.484 -2.302
C: -2.301 -4.837 -2.090
H: -0.117 -3.921 2.491
H: -0.508 -5.633 2.233
H: -1.803 -4.467 2.541
H: 1.119 -4.194 0.334
H: 0.204 -4.448 -1.152
H: 0.457 -5.797 -0.036
H: -3.617 -1.488 1.485
H: -4.442 -2.674 2.514
H: -5.109 -2.265 0.925
H: -3.372 -5.539 0.463
H: -4.936 -4.742 0.207
H: -4.360 -5.069 1.848
H: -2.611 -1.488 -1.928
H: -3.923 -2.649 -2.229
H: -2.558 -2.539 -3.354
H: -1.830 -5.587 -1.462
H: -1.856 -4.894 -3.085
H: -3.367 -5.074 -2.178
C: 4.688 1.248 0.306
C: 3.408 0.761 0.497
N: 2.475 0.757 -0.457
C: 2.816 1.240 -1.650
C: 4.068 1.763 -1.948
C: 5.017 1.776 -0.932
C: 4.341 2.374 -3.266
C: 4.140 1.839 -4.468
C: 3.701 0.464 -4.784
C: 4.128 -0.658 -4.080
C: 3.700 -1.891 -4.539
N: 2.909 -2.022 -5.603
C: 2.563 -0.893 -6.207
N: 2.916 0.341 -5.860
H: 5.392 1.257 1.126
H: 3.110 0.401 1.474
H: 2.044 1.258 -2.409
H: 5.996 2.206 -1.108
H: 4.730 3.387 -3.228
H: 4.323 2.451 -5.344
H: 4.790 -0.569 -3.230
H: 3.995 -2.809 -4.044
H: 1.927 -0.984 -7.081
Br: 0.425 6.142 -4.120
C: 0.159 4.310 -3.761
C: -0.450 3.927 -2.576
C: -0.635 2.579 -2.312
C: -0.195 1.636 -3.228
C: 0.406 2.021 -4.421
C: 0.581 3.367 -4.689
H: -0.767 4.667 -1.855
H: -1.108 2.279 -1.386
H: 0.754 1.279 -5.129
H: 1.055 3.679 -5.609
N: -0.309 0.269 -2.889
C: -0.012 -0.816 -3.268
N: 0.189 -1.973 -3.649
C: 1.073 -2.833 -3.162
N: 1.816 -3.618 -2.757

The total energy comes out at -226903.8697 eV. As for the multiplicity: 1. The calculation puts the HOMO energy at -10.26 eV. Its net charge is +1. For the energy relative to the best compared isomer or geometry (same formula, charge and spin), the calculation gives 14.3 kcal per mole.

=====

C41H57BCaIN13O4S4 | ωB97M-V/def2-TZVPD

Atoms and positions in Å:
Ca: 2.967 1.074 1.166
C: -0.360 -1.350 5.560
C: -0.975 -1.953 4.340
C: -1.708 -3.112 4.311
C: -2.210 -3.651 3.105
N: -2.023 -3.041 1.952
N: -1.331 -1.930 1.996
B: -0.706 -1.017 0.888
N: -1.725 -0.063 0.255
N: -2.988 -0.521 0.282
C: -3.927 0.200 -0.247
C: -3.631 1.455 -0.845
C: -2.360 1.920 -0.875
C: -2.003 3.225 -1.507
C: -1.325 1.104 -0.289
S: 0.286 1.608 -0.316
C: -5.346 -0.342 -0.214
C: -5.852 -0.487 -1.655
C: -6.239 0.645 0.550
C: -5.392 -1.703 0.474
N: 0.093 -1.773 -0.176
N: -0.247 -1.378 -1.428
C: 0.317 -1.913 -2.455
C: 1.311 -2.925 -2.299
C: 1.661 -3.346 -1.066
C: 2.715 -4.378 -0.850
C: 0.998 -2.762 0.090
S: 1.324 -3.313 1.628
C: -0.102 -1.411 -3.829
C: -1.194 -0.350 -3.709
C: -0.626 -2.594 -4.653
C: 1.115 -0.792 -4.527
C: -0.778 -1.378 3.080
S: 0.139 -0.059 2.434
C: -2.949 -4.982 3.022
C: -2.093 -5.936 2.177
C: -3.177 -5.596 4.402
C: -4.302 -4.762 2.337
H: -0.747 -1.809 6.468
H: -0.554 -0.277 5.593
H: 0.726 -1.476 5.545
H: -1.890 -3.640 5.238
H: -4.428 2.042 -1.284
H: -2.898 3.739 -1.857
H: -1.326 3.062 -2.348
H: -1.462 3.858 -0.802
H: -5.869 0.470 -2.180
H: -6.869 -0.884 -1.653
H: -5.219 -1.174 -2.220
H: -6.253 1.630 0.081
H: -5.892 0.763 1.579
H: -7.264 0.273 0.576
H: -4.763 -2.427 -0.043
H: -6.420 -2.070 0.480
H: -5.038 -1.639 1.503
H: 1.783 -3.360 -3.173
H: 3.075 -4.764 -1.803
H: 2.333 -5.195 -0.237
H: 3.547 -3.937 -0.296
H: -2.086 -0.752 -3.227
H: -1.464 0.002 -4.707
H: -0.846 0.498 -3.117
H: -1.471 -3.069 -4.152
H: 0.143 -3.351 -4.815
H: -0.960 -2.245 -5.632
H: 1.473 0.081 -3.976
H: 0.843 -0.466 -5.532
H: 1.937 -1.506 -4.624
H: -1.114 -6.092 2.634
H: -1.936 -5.528 1.179
H: -2.593 -6.902 2.090
H: -2.236 -5.817 4.910
H: -3.716 -6.536 4.288
H: -3.778 -4.947 5.043
H: -4.165 -4.322 1.350
H: -4.938 -4.097 2.925
H: -4.817 -5.718 2.225
N: 3.470 -0.325 -1.769
N: 4.759 -0.849 -1.517
C: 5.158 -0.769 -0.188
N: 6.495 -0.599 0.016
N: 4.250 -0.916 0.717
N: 4.765 -0.606 2.057
O: 5.067 0.653 2.085
O: 3.270 -0.633 2.801
H: 3.014 -0.890 -2.469
H: 3.546 0.644 -2.072
H: 5.464 -0.514 -2.161
H: 6.998 -0.141 -0.727
H: 6.727 -0.241 0.932
C: 0.485 7.214 -4.528
C: 1.362 6.330 -3.683
C: 0.997 5.013 -3.411
C: 1.785 4.203 -2.612
C: 2.962 4.712 -2.079
C: 3.346 6.017 -2.337
C: 2.544 6.819 -3.137
S: 3.970 3.674 -1.053
O: 4.238 2.463 -1.811
O: 5.105 4.467 -0.653
N: 3.031 3.220 0.137
C: 2.759 3.954 1.268
C: 3.059 5.310 1.480
C: 2.727 5.871 2.692
C: 2.120 5.098 3.680
C: 1.869 3.775 3.391
N: 2.153 3.210 2.215
H: -0.178 6.623 -5.159
H: 1.080 7.863 -5.169
H: -0.138 7.854 -3.899
H: 0.080 4.619 -3.835
H: 1.487 3.186 -2.388
H: 4.272 6.388 -1.920
H: 2.845 7.839 -3.345
H: 3.567 5.876 0.715
H: 2.951 6.914 2.878
H: 1.864 5.507 4.646
H: 1.407 3.123 4.124
I: 3.842 -0.887 5.750
C: 3.202 -1.583 3.740
H: 3.845 -2.438 3.542
H: 2.173 -1.882 3.915

The total energy comes out at -141562.9125 eV. As for the multiplicity: 1. The calculation puts the HOMO energy at -7.90 eV. For the energy relative to the best compared isomer or geometry (same formula, charge and spin), the calculation gives 0.0 kcal per mole.